[1]
{
  "formula": "C20H30N4O2",
  "method": "wB97M-V/def2-TZVPD",
  "fmax_ev_per_a": 0.56,
  "total_energy_ev": -31283.8106,
  "homo_ev": -7.968,
  "smiles": "CC[C@H]1CCCCN1CCCNC(=O)c1ccc2c(c1)NC(=O)CN2C",
  "lumo_energy_ha": 0.0217,
  "symbols": ["C", "H", "H", "C", "H", "H", "C", "N", "C", "C", "C", "C", "H", "H", "H", "H", "H", "H", "H", "H", "C", "H", "C", "C", "N", "C", "O", "C", "C", "C", "C", "C", "C", "H", "N", "C", "O", "C", "N", "C", "H", "H", "H", "H", "H", "H", "H", "H", "H", "H", "H", "H", "H", "H", "H", "H"],
  "xyz": [[7.7290, 0.1637, 0.5006], [7.5865, 1.2255, 0.6898], [8.5111, -0.1997, 1.1635], [6.4340, -0.6032, 0.7403], [6.6156, -1.6664, 0.5835], [6.1206, -0.4663, 1.7769], [5.2877, -0.1155, -0.1593], [4.0043, -0.4027, 0.4746], [3.6543, -1.8074, 0.3993], [3.6225, -2.3530, -1.0316], [4.9921, -2.1454, -1.6693], [5.3765, -0.6698, -1.5935], [6.3866, -0.5228, -1.9781], [4.6961, -0.0997, -2.2311], [5.7311, -2.7540, -1.1434], [4.9802, -2.4694, -2.7128], [3.3605, -3.4126, -1.0196], [2.8619, -1.8205, -1.6072], [4.3956, -2.3645, 0.9796], [2.6834, -1.9454, 0.8824], [2.9438, 0.5090, 0.0828], [3.0154, 0.8287, -0.9663], [2.9493, 1.7495, 0.9824], [1.8009, 2.6985, 0.6370], [0.5124, 2.0791, 0.8342], [-0.2828, 1.7066, -0.1979], [-0.0355, 1.9969, -1.3545], [-1.5065, 0.9503, 0.1838], [-1.5913, 0.1170, 1.2929], [-2.7528, -0.5816, 1.5683], [-3.8765, -0.4649, 0.7498], [-3.7801, 0.3727, -0.3797], [-2.6143, 1.0537, -0.6561], [-2.5434, 1.6876, -1.5272], [-4.8994, 0.5262, -1.1995], [-6.0140, -0.2334, -1.1313], [-6.9745, -0.0561, -1.8461], [-5.9444, -1.3633, -0.1123], [-5.0844, -1.0690, 1.0114], [-5.2271, -1.9493, 2.1436], [-4.6841, -2.8940, 2.0144], [-6.2839, -2.1744, 2.2791], [-4.8678, -1.4513, 3.0430], [-6.9603, -1.5452, 0.2486], [-5.6169, -2.2700, -0.6538], [-4.8648, 1.2417, -1.9143], [-2.7752, -1.2318, 2.4273], [-0.7391, -0.0315, 1.9405], [0.2719, 1.8022, 1.7716], [1.8473, 2.9789, -0.4180], [1.8641, 3.6032, 1.2510], [2.8712, 1.4285, 2.0233], [3.8920, 2.2855, 0.8709], [1.9843, -0.0005, 0.1989], [5.3685, 0.9760, -0.2142], [8.0712, 0.0425, -0.5245]],
  "atomic_forces_ev_per_a": [[-0.1, -0.2, 0.0], [0.0, 0.1, 0.0], [0.1, 0.0, 0.0], [0.0, 0.3, -0.2], [0.0, -0.1, 0.1], [0.0, -0.1, 0.0], [0.2, 0.0, 0.1], [-0.2, 0.0, 0.1], [-0.2, -0.2, -0.2], [0.2, 0.0, 0.2], [-0.2, 0.1, -0.1], [0.0, 0.0, 0.2], [0.0, 0.1, -0.1], [0.0, 0.0, -0.1], [0.0, -0.1, 0.0], [0.1, 0.0, 0.0], [-0.1, 0.0, 0.0], [-0.1, 0.0, 0.0], [-0.1, -0.1, 0.0], [0.1, 0.0, 0.1], [0.1, 0.2, 0.3], [-0.1, 0.0, 0.0], [-0.3, 0.0, -0.3], [0.4, 0.1, 0.0], [0.1, -0.1, 0.3], [0.0, 0.1, 0.2], [0.0, 0.0, -0.3], [-0.3, -0.3, 0.0], [0.1, 0.2, -0.2], [-0.2, -0.1, 0.0], [0.3, 0.2, -0.1], [0.3, -0.2, 0.2], [0.1, -0.1, 0.2], [0.0, 0.1, -0.1], [0.3, 0.5, -0.2], [-0.2, -0.3, 0.2], [-0.1, -0.1, -0.1], [-0.1, -0.2, -0.2], [-0.3, 0.1, 0.0], [0.1, 0.0, 0.0], [0.0, 0.0, 0.0], [0.0, 0.0, 0.0], [0.0, -0.1, 0.0], [0.1, 0.1, -0.1], [-0.1, 0.1, 0.0], [-0.2, -0.1, 0.1], [0.0, -0.1, 0.1], [0.1, 0.0, 0.1], [-0.1, 0.0, -0.1], [0.0, 0.1, 0.1], [0.0, 0.0, -0.1], [0.1, 0.0, 0.1], [0.1, 0.0, 0.1], [0.0, 0.0, -0.1], [0.0, 0.0, 0.0], [0.1, 0.0, -0.1]]
}

=====

[2]
{
  "formula": "C20H30N4O4",
  "method": "wB97M-V/def2-TZVPD",
  "fmax_ev_per_a": 0.11,
  "total_energy_ev": -35376.5869,
  "homo_ev": -7.602,
  "smiles": "COc1ccc(N)c(C(=O)NCCC2(O)CN(C(=O)C3(N(C)C)CCC3)C2)c1",
  "lumo_energy_ha": 0.0188,
  "symbols": ["C", "O", "C", "C", "C", "C", "N", "C", "C", "O", "N", "C", "C", "C", "O", "C", "N", "C", "O", "C", "N", "C", "C", "C", "C", "C", "C", "C", "H", "H", "H", "H", "H", "H", "H", "H", "H", "H", "H", "H", "H", "H", "H", "H", "H", "H", "H", "H", "H", "H", "H", "H", "H", "H", "H", "H", "H", "H"],
  "xyz": [[-0.9528, 1.4022, -7.9816], [-1.2027, 1.4447, -6.5928], [-0.3033, 2.1294, -5.8216], [0.8363, 2.7620, -6.3019], [1.6662, 3.4443, -5.4274], [1.4003, 3.5267, -4.0611], [2.2779, 4.1835, -3.2148], [0.2568, 2.8617, -3.5792], [-0.0689, 2.8976, -2.1206], [0.2253, 3.8447, -1.3988], [-0.7296, 1.8213, -1.6290], [-1.0844, 1.7254, -0.2229], [0.1255, 1.5210, 0.6845], [-0.2742, 1.1964, 2.1077], [-1.0960, 2.2412, 2.5724], [-0.8188, -0.2479, 2.3046], [0.4565, -0.5787, 2.9352], [1.0008, -1.6660, 3.5216], [2.0592, -1.5919, 4.1241], [0.2284, -2.9793, 3.3262], [-1.1263, -2.7817, 3.8266], [-1.1102, -2.5425, 5.2631], [-2.0669, -3.8380, 3.4989], [0.4461, -3.4623, 1.8677], [1.6628, -4.2684, 2.3751], [1.0903, -4.1749, 3.8047], [0.9264, 0.7975, 3.0065], [-0.5763, 2.1868, -4.4653], [-1.7683, 0.8340, -8.4203], [-0.9386, 2.4062, -8.4156], [-0.0056, 0.9015, -8.2027], [1.0886, 2.7405, -7.3524], [2.5520, 3.9340, -5.8152], [1.8585, 4.5101, -2.3563], [2.8867, 4.8465, -3.6636], [-0.8414, 1.0152, -2.2170], [-1.6067, 2.6346, 0.0704], [-1.7836, 0.8934, -0.1200], [0.7367, 0.6963, 0.3052], [0.7390, 2.4225, 0.6766], [-1.3158, 2.0835, 3.4963], [-1.6665, -0.3067, 2.9899], [-1.0530, -0.8181, 1.4033], [-2.1195, -2.3071, 5.6013], [-0.7507, -3.4126, 5.8331], [-0.4620, -1.6981, 5.5018], [-3.0358, -3.5824, 3.9285], [-2.1992, -3.9211, 2.4221], [-1.7776, -4.8238, 3.8939], [-0.3508, -4.1263, 1.5388], [0.6120, -2.6973, 1.1088], [1.8050, -5.2615, 1.9541], [2.5891, -3.7041, 2.2838], [1.7824, -3.9778, 4.6187], [0.4622, -5.0353, 4.0398], [1.9235, 0.9614, 2.5967], [0.8796, 1.2190, 4.0157], [-1.4887, 1.7183, -4.1176]],
  "atomic_forces_ev_per_a": [[0.0, 0.0, 0.0], [0.0, 0.0, 0.0], [0.0, 0.0, 0.0], [0.0, 0.0, 0.0], [0.0, 0.0, 0.0], [0.0, 0.0, 0.0], [0.0, 0.0, 0.0], [0.0, 0.0, 0.0], [-0.1, 0.1, 0.0], [0.0, 0.0, 0.0], [0.0, -0.1, 0.0], [0.0, 0.1, 0.0], [0.0, -0.1, 0.0], [0.0, 0.0, 0.0], [0.0, 0.0, 0.0], [0.0, 0.0, 0.0], [0.0, 0.0, 0.1], [0.0, 0.0, -0.1], [0.0, 0.0, 0.0], [0.0, 0.0, 0.0], [0.0, 0.0, 0.0], [0.0, 0.0, 0.0], [0.0, 0.0, 0.0], [0.0, 0.0, 0.0], [0.0, 0.0, 0.0], [0.0, 0.0, 0.0], [0.0, 0.0, 0.0], [0.0, 0.0, 0.0], [0.0, 0.0, 0.0], [0.0, 0.0, 0.0], [0.0, 0.0, 0.0], [0.0, 0.0, 0.0], [0.0, 0.0, 0.0], [0.0, 0.0, 0.0], [0.0, 0.0, 0.0], [0.0, 0.0, 0.0], [0.0, 0.0, 0.0], [0.0, 0.0, 0.0], [0.0, 0.0, 0.0], [0.0, 0.0, 0.0], [0.0, 0.0, 0.0], [0.0, 0.0, 0.0], [0.0, 0.0, 0.0], [0.0, 0.0, 0.0], [0.0, 0.0, 0.0], [0.0, 0.0, 0.0], [0.0, 0.0, 0.0], [0.0, 0.0, 0.0], [0.0, 0.0, 0.0], [0.0, 0.0, 0.0], [0.0, 0.0, 0.0], [0.0, 0.0, 0.0], [0.0, 0.0, 0.0], [0.0, 0.0, 0.0], [0.0, 0.0, 0.0], [0.0, 0.0, 0.0], [0.0, 0.0, 0.0], [0.0, 0.0, 0.0]]
}

=====

[3]
{
  "formula": "C20H30N4O4",
  "method": "wB97M-V/def2-TZVPD",
  "fmax_ev_per_a": 0.08,
  "total_energy_ev": -35376.6381,
  "homo_ev": -7.635,
  "smiles": "COc1ccc(N)c(C(=O)NCCC2(O)CN(C(=O)C3(N(C)C)CCC3)C2)c1",
  "lumo_energy_ha": 0.0232,
  "symbols": ["C", "O", "C", "C", "C", "C", "N", "C", "C", "O", "N", "C", "C", "C", "O", "C", "N", "C", "O", "C", "N", "C", "C", "C", "C", "C", "C", "C", "H", "H", "H", "H", "H", "H", "H", "H", "H", "H", "H", "H", "H", "H", "H", "H", "H", "H", "H", "H", "H", "H", "H", "H", "H", "H", "H", "H", "H", "H"],
  "xyz": [[-3.1496, 7.1839, 0.2944], [-2.8670, 5.8074, 0.4334], [-2.7052, 5.0872, -0.7185], [-2.8124, 5.6055, -2.0022], [-2.6050, 4.7825, -3.0984], [-2.2868, 3.4331, -2.9630], [-2.1289, 2.6304, -4.0836], [-2.2066, 2.9102, -1.6590], [-1.8769, 1.4662, -1.4520], [-1.1454, 0.8441, -2.2150], [-2.4352, 0.8881, -0.3584], [-2.2481, -0.5153, -0.0423], [-1.5815, -0.7043, 1.3145], [-1.2353, -2.1521, 1.5880], [-2.4385, -2.8875, 1.5744], [-0.0758, -2.6915, 0.7053], [0.7695, -2.6855, 1.8998], [2.0875, -2.4659, 2.1085], [2.5152, -2.2011, 3.2201], [2.9722, -2.5236, 0.8584], [2.6046, -3.6973, 0.0779], [2.9669, -4.9121, 0.7932], [3.1210, -3.7308, -1.2783], [2.9318, -1.1149, 0.1982], [4.1952, -0.7510, 1.0088], [4.4520, -2.2552, 1.2342], [-0.3114, -2.3474, 2.8195], [-2.4052, 3.7433, -0.5639], [-3.2331, 7.5806, 1.3023], [-2.3454, 7.7053, -0.2327], [-4.0924, 7.3472, -0.2358], [-3.0469, 6.6472, -2.1678], [-2.6910, 5.2014, -4.0942], [-1.5547, 1.8145, -3.9250], [-1.9107, 3.1281, -4.9306], [-3.1403, 1.4058, 0.1368], [-3.2080, -1.0324, -0.0624], [-1.6308, -0.9304, -0.8374], [-0.6594, -0.1170, 1.3477], [-2.2309, -0.3394, 2.1160], [-2.2417, -3.8169, 1.7307], [-0.2444, -3.6939, 0.3069], [0.2598, -2.0427, -0.1041], [2.5851, -5.7788, 0.2531], [4.0558, -5.0290, 0.9035], [2.5255, -4.9095, 1.7907], [2.7965, -4.6600, -1.7471], [2.7187, -2.9105, -1.8695], [4.2201, -3.6973, -1.3322], [3.1449, -1.1598, -0.8674], [2.0328, -0.5158, 0.3497], [4.9631, -0.1862, 0.4839], [3.9502, -0.2488, 1.9420], [4.7631, -2.5698, 2.2269], [5.1232, -2.6677, 0.4796], [-0.1123, -1.4625, 3.4262], [-0.6076, -3.1730, 3.4719], [-2.2905, 3.3647, 0.4442]],
  "atomic_forces_ev_per_a": [[0.0, 0.0, 0.0], [0.0, 0.0, 0.0], [0.0, 0.0, 0.0], [0.0, 0.0, 0.0], [0.0, 0.0, 0.0], [0.0, 0.0, 0.0], [0.0, 0.0, 0.0], [0.0, 0.0, 0.0], [0.0, 0.0, 0.0], [0.0, 0.0, 0.0], [-0.1, 0.0, -0.1], [0.0, 0.0, 0.1], [0.1, 0.0, 0.0], [0.0, 0.0, 0.0], [0.0, 0.0, 0.0], [0.0, 0.0, 0.0], [0.0, 0.0, 0.0], [0.0, 0.0, 0.0], [0.0, 0.0, 0.0], [0.0, -0.1, 0.0], [0.0, 0.0, 0.0], [0.0, 0.0, 0.0], [0.0, 0.0, 0.0], [0.0, 0.0, 0.0], [0.0, 0.0, 0.0], [0.0, 0.0, 0.0], [0.0, 0.0, 0.0], [0.0, 0.0, 0.0], [0.0, 0.0, 0.0], [0.0, 0.0, 0.0], [0.0, 0.0, 0.0], [0.0, 0.0, 0.0], [0.0, 0.0, 0.0], [0.0, 0.0, 0.0], [0.0, 0.0, 0.0], [0.0, 0.0, 0.0], [0.0, 0.0, 0.0], [0.0, 0.0, 0.0], [0.0, 0.0, 0.0], [0.0, 0.0, 0.0], [0.0, 0.0, 0.0], [0.0, 0.0, 0.0], [0.0, 0.0, 0.0], [0.0, 0.0, 0.0], [0.0, 0.0, 0.0], [0.0, 0.0, 0.0], [0.0, 0.0, 0.0], [0.0, 0.0, 0.0], [0.0, 0.0, 0.0], [0.0, 0.0, 0.0], [0.0, 0.0, 0.0], [0.0, 0.0, 0.0], [0.0, 0.0, 0.0], [0.0, 0.0, 0.0], [0.0, 0.0, 0.0], [0.0, 0.0, 0.0], [0.0, 0.0, 0.0], [0.0, 0.0, 0.0]]
}

=====

[4]
{
  "formula": "C20H30N5O4PtS2",
  "method": "wB97M-V/def2-TZVPD",
  "fmax_ev_per_a": 0.45,
  "total_energy_ev": -61784.6829,
  "homo_ev": [-0.194, 0.062],
  "multiplicity": 2,
  "charge": -2,
  "lumo_energy_ha": [0.1639, 0.1639],
  "symbols": ["Pt", "C", "C", "N", "C", "N", "C", "C", "C", "N", "C", "H", "H", "H", "H", "H", "H", "H", "H", "H", "H", "H", "H", "H", "O", "S", "C", "C", "C", "C", "H", "H", "H", "H", "H", "H", "H", "H", "O", "N", "C", "C", "C", "C", "C", "H", "H", "H", "H", "H", "O", "C", "C", "C", "C", "O", "N", "H", "H", "H", "H", "S"],
  "xyz": [[1.0746, 0.8931, -1.2194], [-3.3579, -1.2390, -2.4731], [-2.0334, -0.6697, -2.0093], [-1.1467, -1.7974, -1.7932], [-1.5241, -2.7992, -0.9464], [-0.6316, -3.5769, -0.4276], [-1.1430, -4.6813, 0.3452], [-2.2695, -4.2258, 1.2639], [-3.3933, -3.6876, 0.3990], [-2.8950, -2.9702, -0.7619], [-3.9007, -2.0959, -1.3459], [-3.2043, -1.8327, -3.3779], [-4.0749, -0.4463, -2.6973], [-2.1720, -0.1047, -1.0801], [-1.5621, 0.0036, -2.7238], [-0.1639, -1.5453, -1.7133], [-0.3232, -5.1129, 0.9269], [-1.5232, -5.4889, -0.3063], [-1.8899, -3.4290, 1.9062], [-2.6448, -5.0336, 1.8994], [-4.0248, -3.0062, 0.9850], [-4.0423, -4.5079, 0.0605], [-4.2918, -1.4333, -0.5593], [-4.7408, -2.7186, -1.6829], [6.9822, 2.7983, -1.7457], [6.0685, 1.7382, -1.1857], [6.0449, 2.0158, 0.6038], [5.3527, 3.3639, 0.7520], [4.0884, 3.2775, -0.1128], [4.3672, 2.3325, -1.2958], [7.0748, 1.9836, 0.9609], [5.4580, 1.2008, 1.0290], [6.0212, 4.1423, 0.3772], [5.1208, 3.5867, 1.7964], [3.7646, 4.2599, -0.4554], [3.2633, 2.8460, 0.4572], [4.2455, 2.7832, -2.2782], [3.6959, 1.4660, -1.2366], [-3.3768, 5.7293, -0.4058], [-3.0917, 4.5666, 0.0829], [-2.1762, 3.7590, -0.5079], [-1.8786, 2.5161, 0.0096], [-2.5171, 2.0686, 1.1577], [-3.4469, 2.9061, 1.7551], [-3.7181, 4.1411, 1.2061], [-1.7074, 4.1565, -1.3963], [-1.1369, 1.8994, -0.5021], [-2.2680, 1.0937, 1.5554], [-3.9757, 2.6150, 2.6542], [-4.4250, 4.8532, 1.6025], [3.6902, -0.6023, 0.3902], [2.5878, -0.9822, 0.7504], [2.4140, -2.1613, 1.7070], [0.9123, -2.2680, 1.8730], [0.3719, -1.1032, 1.0464], [-0.8210, -0.8358, 1.0118], [1.3798, -0.4632, 0.3743], [2.9531, -1.9458, 2.6309], [2.8743, -3.0387, 1.2511], [0.5583, -2.1755, 2.9011], [0.4967, -3.1798, 1.4450], [0.6318, 2.1619, -2.9272]],
  "atomic_forces_ev_per_a": [[-0.1, -0.1, 0.1], [0.0, 0.0, 0.0], [0.0, 0.0, 0.0], [0.1, -0.1, 0.0], [0.1, -0.1, 0.0], [-0.2, -0.2, -0.4], [-0.1, 0.0, -0.1], [0.0, 0.0, 0.0], [0.0, 0.0, 0.0], [0.0, 0.1, 0.0], [0.0, 0.0, 0.0], [0.0, 0.0, 0.0], [0.0, 0.0, 0.0], [0.0, 0.0, 0.0], [0.0, 0.0, 0.0], [-0.1, 0.0, 0.0], [0.0, 0.0, 0.0], [0.0, 0.0, 0.0], [0.0, 0.0, 0.0], [0.0, 0.0, 0.0], [0.0, 0.0, 0.0], [0.0, 0.0, 0.0], [0.0, 0.0, 0.0], [0.0, 0.0, 0.0], [0.0, 0.0, 0.0], [0.0, 0.0, -0.1], [0.0, 0.0, -0.1], [0.0, 0.0, 0.0], [0.0, 0.0, 0.0], [-0.1, 0.0, 0.1], [0.0, 0.0, 0.0], [0.0, -0.1, 0.0], [0.0, 0.0, 0.0], [0.0, 0.0, 0.0], [0.0, 0.0, 0.0], [0.0, 0.0, 0.0], [0.0, 0.0, 0.0], [0.1, 0.0, -0.1], [0.0, 0.0, 0.0], [0.0, 0.0, 0.0], [0.0, 0.0, 0.0], [-0.1, -0.1, 0.0], [0.0, 0.0, 0.0], [0.0, 0.0, 0.0], [0.0, 0.0, 0.0], [0.0, 0.0, 0.0], [0.1, 0.1, 0.0], [0.0, 0.0, 0.0], [0.0, 0.0, 0.0], [0.0, 0.0, 0.0], [0.1, 0.1, 0.1], [0.2, -0.1, -0.1], [0.0, 0.0, 0.0], [0.0, 0.0, 0.2], [0.0, -0.2, 0.0], [0.0, 0.2, 0.2], [-0.1, 0.0, 0.0], [0.0, 0.0, 0.0], [0.0, 0.0, 0.0], [0.0, 0.0, 0.0], [0.1, 0.2, 0.1], [0.0, 0.0, 0.0]]
}